(1)
The following is a DFT calculation (ωB97M-V/def2-TZVPD) of a cluster of 6 separate species, C12H36O6S6 in total.

E_tot in hartree: -3319.05043
HOMO level in eV: -9.0

Atoms and positions in Å:
1 C -41.1697 1.1151 -33.0456
2 S -42.5664 1.6971 -32.0089
3 O -43.2853 2.7204 -32.8891
4 C -43.4590 0.0074 -32.2618
5 H -40.6103 0.4444 -32.3935
6 H -40.4980 1.9040 -33.3843
7 H -41.4841 0.5287 -33.9089
8 H -42.9070 -0.8217 -31.8190
9 H -43.9929 -0.2250 -33.1833
10 H -44.3616 0.0933 -31.6568
11 C -34.1224 -3.3246 -30.3285
12 S -33.1693 -4.8365 -30.3158
13 O -32.9797 -5.4662 -28.9200
14 C -31.5884 -4.1065 -30.8521
15 H -34.0065 -2.6537 -31.1797
16 H -33.7673 -2.7121 -29.4998
17 H -35.1508 -3.4824 -30.0036
18 H -30.8780 -4.9019 -31.0776
19 H -31.1888 -3.3885 -30.1360
20 H -31.6401 -3.6127 -31.8224
21 C -36.3624 6.5703 -23.4718
22 S -36.2682 6.9608 -21.6168
23 O -37.6940 6.7984 -21.0861
24 C -36.1884 8.7886 -21.6439
25 H -37.1889 7.0601 -23.9867
26 H -36.4290 5.4935 -23.6268
27 H -35.4096 6.8101 -23.9439
28 H -36.8856 9.3004 -22.3073
29 H -35.1687 9.1113 -21.8539
30 H -36.3518 9.1900 -20.6437
31 C -38.3647 -2.8385 -35.8814
32 S -37.7542 -2.4609 -34.1873
33 O -37.5887 -0.9491 -34.1271
34 C -39.0773 -3.0056 -33.0522
35 H -37.7297 -2.3478 -36.6191
36 H -39.2624 -2.2313 -35.9974
37 H -38.3420 -3.9183 -36.0282
38 H -38.7906 -2.7389 -32.0350
39 H -39.2727 -4.0734 -33.1519
40 H -40.0609 -2.5920 -33.2751
41 C -36.3162 1.2317 -29.2959
42 S -36.2560 2.8672 -28.5178
43 O -36.7633 2.4034 -27.1471
44 C -34.4367 2.7254 -28.3456
45 H -37.3171 0.8123 -29.3980
46 H -35.6726 0.4944 -28.8161
47 H -35.9115 1.4391 -30.2865
48 H -34.1640 1.8262 -27.7933
49 H -33.9220 3.5524 -27.8565
50 H -33.9186 2.7384 -29.3045
51 C -39.1705 -1.1563 -25.7307
52 S -40.5652 -0.4198 -26.6962
53 O -41.6973 -1.4963 -26.4442
54 C -40.9936 0.9387 -25.4514
55 H -39.6571 -1.4473 -24.7998
56 H -38.3292 -0.5233 -25.4482
57 H -38.8356 -2.1084 -26.1423
58 H -40.1413 1.6143 -25.3792
59 H -41.4622 0.6028 -24.5263
60 H -41.7190 1.5845 -25.9461

Atomic forces in eV per Å
C 0.428 -0.321 0.489
S -1.245 -0.576 -3.516
O 0.764 -1.266 1.591
C -1.061 0.963 1.486
H 0.223 -0.057 0.016
H -0.290 0.230 0.283
H -0.377 0.261 0.077
H 0.292 0.122 -0.321
H 1.186 0.397 -0.811
H 0.116 0.231 0.712
C 0.059 1.275 1.949
S 0.727 -1.931 0.357
O -0.404 1.945 -2.094
C 0.263 0.092 -0.241
H -0.134 -0.728 -0.446
H 0.424 0.073 0.273
H -0.099 -0.452 -0.691
H -0.089 -0.235 0.670
H -0.036 -0.220 0.202
H -0.727 0.193 0.004
C 0.638 0.143 0.571
S -2.945 0.721 -0.543
O 1.727 -0.534 -0.518
C 1.119 0.351 -0.173
H 0.001 0.157 0.389
H -0.338 -0.059 0.566
H 0.069 0.467 0.110
H -0.089 -0.538 -0.173
H 0.126 -0.065 -0.433
H -0.315 -0.657 0.195
C -0.117 0.955 0.776
S 1.359 0.951 -0.169
O -0.737 -1.472 0.099
C -0.912 0.093 -0.840
H 0.733 -0.193 0.474
H -0.684 -0.855 0.007
H -0.640 0.167 -0.074
H 0.206 -0.058 -0.208
H 0.658 -0.191 0.075
H 0.114 0.613 -0.090
C 0.321 0.396 -1.738
S 0.339 -3.160 2.763
O 0.093 1.705 -0.814
C 0.961 0.680 -0.320
H -0.089 0.514 0.190
H -0.039 0.428 0.398
H -0.065 -0.493 -0.415
H -0.451 -0.067 -0.067
H -0.752 0.329 0.413
H -0.373 -0.371 -0.391
C -0.509 -0.158 0.734
S -2.225 -1.915 2.691
O 2.357 2.249 -0.991
C 0.203 0.298 -1.603
H -0.177 0.096 0.075
H -0.101 0.306 -0.560
H -0.067 0.307 -0.581
H 0.307 -0.356 0.540
H 0.571 -0.449 -0.096
H -0.299 -0.333 -0.259

These are the Mulliken partial charges, in e, on atoms 1 to 4: C -0.84; S 0.50; O -0.62; C -1.03

---

(2)
The following is a DFT calculation (ωB97M-V/def2-TZVPD) of the ion C10H14NO with charge +1.

E_tot in hartree: -519.10393
HOMO level in eV: -13.4
Net charge: +1
SMILES: C/C=C(\OCC)[n+]1ccccc1

Atoms and positions in Å:
1 C 0.7563 0.5108 3.1316
2 C 1.1962 0.6331 1.6731
3 C 0.4889 0.0576 0.7165
4 O -0.6949 -0.6919 0.9395
5 C -1.9018 0.0338 0.7273
6 C -3.0060 -1.0356 0.8131
7 N 0.8978 0.0027 -0.6644
8 C 1.4848 1.0391 -1.2409
9 C 1.7856 1.0616 -2.5505
10 C 1.5104 -0.0858 -3.2738
11 C 0.8245 -1.1658 -2.6818
12 C 0.5351 -1.0689 -1.3315
13 H 1.4275 0.2434 3.8637
14 H 0.4956 1.6407 3.3047
15 H -0.1696 0.0398 3.2360
16 H 1.9765 1.2380 1.2642
17 H -2.0798 0.8630 1.4709
18 H -2.0810 0.4706 -0.2612
19 H -3.2092 -1.6017 -0.0955
20 H -3.1353 -1.6798 1.6108
21 H -3.9245 -0.3114 0.8507
22 H 2.0530 1.7121 -0.6404
23 H 2.2349 1.9691 -2.8370
24 H 1.7892 0.0278 -4.3343
25 H 0.7810 -2.1883 -3.0240
26 H -0.0351 -1.7140 -0.6667

Atomic forces in eV per Å
C -0.860 5.091 -2.489
C -0.935 -1.353 0.284
C -1.735 -1.151 1.333
O 2.555 1.358 -0.510
C -1.853 -0.969 0.791
C -2.695 3.777 -1.767
N -0.822 1.071 1.002
C 1.623 0.309 0.698
C -0.794 -1.048 0.333
C -0.591 0.208 -1.593
C 1.481 -0.010 0.753
C -0.662 -0.428 -0.665
H 1.845 -0.748 1.187
H 0.448 -1.797 0.414
H -1.177 -1.150 -0.042
H 0.930 0.189 0.800
H 0.589 -0.965 -0.442
H 0.953 0.060 -0.167
H 0.631 0.055 -0.188
H 0.521 -0.998 1.991
H 1.055 -1.493 0.027
H -0.719 0.838 0.789
H 0.679 0.529 -1.182
H -0.226 -1.018 0.474
H -0.436 0.263 -1.016
H 0.196 -0.619 -0.815

These are the Mulliken partial charges, in e, on atoms 1 to 4: C -1.25; C -0.15; C 0.26; O -0.43

---

Looking at energy relative to the best compared isomer or geometry (same formula, charge and spin) for the records above, in order, we have 314.7; 303.4 kJ/mol.
Looking at F_max for the records above, in order, we have 4.21; 5.73 eV/Å.
Looking at gap between HOMO and LUMO for the records above, in order, we have 8.98; 8.87 eV.